Computed, not measured: a 3-piece molecular cluster, C3H13NO3 overall in a non-equilibrium geometry, with ωB97M-V with the def2-TZVPD basis set.

- expectation value of S² = 0.7549
- gap between HOMO and LUMO (spin up / spin down) (eV) = 10.32 / 5.06
- multiplicity = 2
- charge = +1
- ΔE to the lowest compared entry with this formula, charge and spin (kJ/mol) = 232.9
- molar mass (g mol⁻¹) = 111.141

Each line ends with the Löwdin charge.
Positions of all 20 atoms, in Å:
C: -0.4366 0.6994 -1.8018  -0.170
N: -1.0853 1.1059 -0.5137  0.218
C: -0.7747 0.4677 0.7018  -0.197
O: -1.1174 -0.8972 0.6741  0.066
C: -0.1973 1.8794 -2.6888  -0.086
H: -1.0416 -0.0783 -2.2923  0.156
H: 0.6091 0.3125 -1.5314  0.172
H: -1.6307 1.9086 -0.6267  0.154
H: -1.3684 1.0530 1.3769  0.149
H: 0.2426 0.4335 0.9417  0.140
H: -1.9276 -1.0160 0.2507  0.080
H: 0.1860 1.6346 -3.7257  0.121
H: 0.6255 2.5949 -2.2760  0.132
H: -1.1162 2.3712 -2.9041  0.067
H: 1.3382 -3.2144 1.5127  -0.007
H: -0.1101 -3.7460 1.7268  0.033
O: 0.8338 -3.9392 1.8159  -0.034
H: 1.6605 -0.4518 2.8034  -0.008
H: 2.7196 -0.5511 3.7442  0.034
O: 2.5906 -0.5668 2.8121  -0.020

Computed, not measured: C23H19BrCdIN2O3S2 as an isolated structure, with ωB97M-V with the def2-TZVPD basis set.

- gap between HOMO and LUMO (eV) = 7.13
- charge = -1
- ΔE to the lowest compared entry with this formula, charge and spin (kJ/mol) = 15.2
- molar mass (g mol⁻¹) = 754.770

Each line ends with the Löwdin charge.
Positions of all 52 atoms, in Å:
Cd: 0.3033 -1.0503 -2.2449  1.260
C: -0.5581 -0.6709 2.2558  -0.026
C: -0.7301 -0.9445 0.7829  -0.296
N: 0.1628 -0.5739 -0.0572  -0.084
N: 1.2487 0.1395 0.4439  -0.085
C: 2.3568 -0.0435 -0.1945  -1.136
S: 2.7363 -1.1661 -1.4780  0.421
S: 3.6746 0.9990 0.4385  0.830
C: 4.7824 -0.3370 1.0090  -0.455
C: 4.2038 -1.0602 2.1952  -0.301
C: 3.4750 -2.2311 2.0081  -0.053
C: 2.8593 -2.8606 3.0846  -0.087
C: 2.9658 -2.3273 4.3609  -0.108
C: 3.7003 -1.1615 4.5582  -0.097
C: 4.3106 -0.5342 3.4819  -0.059
C: -1.9479 -1.6460 0.3191  -0.187
C: -3.0969 -1.5295 1.1199  -0.094
C: -4.2810 -2.1703 0.8310  -0.125
C: -4.3257 -3.0078 -0.2906  -0.112
C: -3.2212 -3.1610 -1.0928  -0.037
C: -1.9977 -2.4726 -0.8560  -0.432
O: -1.0145 -2.6630 -1.6761  -0.233
H: 0.4948 -0.5782 2.5024  0.059
H: -1.0116 -1.4650 2.8465  0.080
H: -1.0431 0.2749 2.5170  0.091
H: 5.7259 0.1533 1.2460  0.070
H: 4.9203 -1.0064 0.1628  0.038
H: 3.3718 -2.6369 1.0070  0.089
H: 2.2880 -3.7670 2.9211  0.102
H: 2.4757 -2.8099 5.1981  0.093
H: 3.7875 -0.7354 5.5512  0.095
H: 4.8668 0.3856 3.6329  0.109
H: -3.0574 -0.8789 1.9869  0.100
H: -5.1539 -2.0259 1.4555  0.086
H: -5.2393 -3.5414 -0.5303  0.093
H: -3.2434 -3.8082 -1.9619  0.106
O: -0.0680 -0.9934 -4.5531  -0.151
C: 0.0744 0.2569 -4.5278  -0.596
O: 0.3508 0.9207 -3.4910  -0.223
H: -0.0559 0.8100 -5.4657  0.118
Br: -5.1227 3.6880 -1.7500  0.680
C: -3.3149 4.0711 -2.1745  -0.743
C: -3.0033 5.3928 -2.4677  -0.156
C: -1.6993 5.7419 -2.7811  -0.097
C: -0.7094 4.7701 -2.7993  -0.080
C: -1.0194 3.4514 -2.5064  -0.143
C: -2.3259 3.0915 -2.1930  -0.724
I: -2.7004 1.0875 -1.7669  1.040
H: -3.7876 6.1371 -2.4465  0.090
H: -1.4632 6.7730 -3.0148  0.099
H: 0.3128 5.0305 -3.0463  0.106
H: -0.2565 2.6829 -2.5500  0.066

Computed, not measured: an isolated ion of composition C6H12NO and charge -1 in a non-equilibrium geometry, with ωB97M-V with the def2-TZVPD basis set.

- SMILES = C=CC[C@@H](C)NC[O-]
- gap between HOMO and LUMO (eV) = 5.91
- charge = -1
- ΔE to the lowest compared entry with this formula, charge and spin (kJ/mol) = 39.1
- molar mass (g mol⁻¹) = 114.168

Each line ends with the Löwdin charge.
Positions of all 20 atoms, in Å:
C: -0.6167 -3.3324 -1.7118  -0.026
C: -0.1336 -2.2030 -1.1954  -0.178
C: -0.6529 -1.1979 -0.2025  -0.189
C: 0.2607 -0.0190 0.0996  -0.487
C: 0.6850 0.6828 -1.2021  -0.059
N: -0.4310 0.8425 0.9962  -0.052
C: 0.4285 1.8139 1.8102  -0.571
O: 0.5300 3.0190 1.2844  -0.335
H: -1.5666 -3.7730 -1.4057  0.046
H: -0.0236 -3.8931 -2.4030  0.027
H: 0.8167 -1.8803 -1.5875  0.073
H: -1.5946 -0.7192 -0.4804  0.112
H: -0.7817 -1.6607 0.7734  0.107
H: 1.1402 -0.3885 0.6253  0.126
H: 1.3007 1.5265 -0.9435  0.065
H: -0.2445 0.9841 -1.7096  0.083
H: 1.1811 0.0056 -1.8835  0.039
H: -1.1332 1.4235 0.5510  0.089
H: -0.0234 1.8136 2.8369  0.063
H: 1.3625 1.2273 1.9021  0.067